(1)
DFT (wB97M-V/def2-TZVPD) results for C36H50CdF5N5S as an isolated structure at a distorted geometry.

## Properties
Strongest force on any atom in eV Å⁻¹: 3.6
HOMO-LUMO gap in eV: 4.9
Energy relative to the best compared isomer or geometry (same formula, charge and spin) in eV: 0.224
Highest occupied orbital energy in eV: -5.4060
E_tot in eV: -74575.6992

XYZ file:
```
98
Properties=species:S:1:pos:R:3:forces:R:3
Cd 1.383462 -0.942374 -1.118496 -0.3 0.9 -0.2
S 2.405941 -3.210195 -0.537761 0.5 -1.1 0.9
F -2.261219 -0.884952 0.366525 0.8 -0.4 -0.3
F -1.541404 -0.976368 -2.739214 0.5 -0.4 0.3
F -1.404691 4.296652 -3.983604 0.5 -0.3 -0.2
F 0.972601 2.953594 -3.321418 0.4 0.6 -0.3
F -3.623158 0.132924 -3.552462 0.4 0.8 0.0
N 2.368283 -1.487691 -5.672050 0.4 -1.7 0.4
N 3.417645 -0.128173 -0.022052 -1.1 -0.1 0.5
N 1.000047 0.186425 -2.908036 0.0 -0.5 1.3
N 0.921967 -1.354349 1.284160 0.0 -0.1 -1.0
N -1.887623 0.313476 2.735377 0.3 -0.1 0.5
C -1.230607 0.277301 5.083637 -0.7 -0.3 -0.6
C -1.361149 2.962809 -3.823949 -0.2 -0.9 0.8
C -0.174886 2.290394 -3.474372 -0.7 -0.7 0.2
C -3.989651 1.550109 2.464841 -1.6 -1.4 -3.0
C -2.984302 0.638707 2.033689 0.5 0.7 0.3
C -0.124367 0.895484 -3.135919 -2.5 1.6 0.2
C 1.974002 0.297832 -3.947114 0.3 -2.5 -0.4
C -1.404546 0.327652 -3.030749 1.5 -0.9 -0.4
C -2.522962 0.937908 -3.469692 -2.0 0.3 -0.2
C 3.957042 -2.659364 0.214530 0.7 0.8 -0.2
C 3.701524 -1.363237 -7.817020 -0.6 -1.3 1.0
C -1.304535 3.422445 2.799538 0.3 -0.9 -0.7
C 1.570093 -3.788572 1.001560 -0.5 0.6 -0.1
C -1.426674 1.003503 3.866983 0.5 0.9 -1.0
C -4.321801 0.219126 -0.006477 0.3 0.3 0.3
C -0.020004 2.774722 4.832385 -1.1 0.0 -1.3
C -5.324456 1.127619 0.431468 0.6 -0.7 0.4
C 2.987541 -0.610886 -6.648641 -0.1 -0.7 -0.3
C -3.165720 0.035954 0.764793 -2.5 0.5 -0.3
C 2.026441 -0.880709 2.113981 1.2 0.3 -0.2
C 2.990504 0.162604 1.375579 0.5 -1.3 1.1
C -0.097816 4.202047 2.277911 -0.5 0.1 -1.1
C -0.190587 0.640319 5.893338 0.6 1.9 0.9
C -1.656794 -2.227567 5.399749 0.1 1.1 0.4
C -2.299796 4.354204 3.485980 0.6 0.3 0.3
C 1.053040 -2.053161 -6.018156 0.2 1.2 0.7
C -2.576069 2.265656 -3.835306 -0.6 0.6 -0.7
C -5.172228 1.721171 1.695872 0.9 0.4 0.0
C 0.513484 -2.778812 1.493908 -0.7 1.2 -0.4
C 0.335371 1.951327 5.869017 -0.4 -1.4 -1.3
C 4.356411 -1.216482 -0.205740 1.9 -1.0 0.1
C 2.540301 -1.146690 -4.279257 0.7 0.8 -0.8
C -3.622054 -0.714800 4.968601 0.8 1.1 0.5
C 0.823878 -3.515721 -5.651368 -0.1 0.0 -0.3
C -2.200898 -0.798557 5.605656 -0.3 -0.5 -1.1
C -0.863648 2.345639 3.773102 -0.2 -1.0 1.9
H 0.262284 4.881610 3.063924 0.4 -0.2 -0.6
H 1.019719 -3.812291 -4.614908 -0.1 0.4 0.0
H 0.215075 0.012713 6.664002 -0.5 -0.5 0.6
H 0.989690 -1.962779 -7.099000 -0.3 0.0 -0.1
H -2.793935 5.017375 2.779033 -0.2 -0.1 -0.1
H -0.209768 -3.798378 -5.916356 0.4 0.1 0.2
H 0.237224 -2.920833 2.549270 0.3 -0.2 -0.2
H -1.725002 -2.533215 4.385278 0.0 0.0 -1.2
H 2.593016 -1.767445 2.514467 -0.5 0.9 -0.5
H 2.282677 -4.046645 1.803728 0.0 0.1 -0.8
H -0.414338 -2.902699 0.904807 0.4 0.1 0.3
H 1.501653 -4.099888 -6.259455 0.1 -0.4 -0.2
H -2.313957 -0.643732 6.692329 0.2 0.1 -0.4
H -4.470349 -0.332284 -0.955043 0.3 0.4 0.7
H 4.738788 -3.345569 -0.122110 0.0 0.3 -0.4
H 1.507163 0.623181 -4.903770 0.4 0.4 0.8
H 0.270482 -1.400367 -5.551304 0.1 -0.4 -0.4
H 2.048291 -1.931803 -3.699726 -0.1 0.2 0.2
H -3.897718 2.014517 3.385554 0.2 0.8 1.6
H 1.072031 -4.677988 0.643587 -0.2 -0.4 0.4
H 0.969538 2.275952 6.635843 1.0 0.3 0.9
H 0.133178 -0.708203 1.339199 -0.5 -0.3 0.7
H 3.068847 -1.283496 -8.695851 0.2 -0.3 -0.3
H -5.946058 2.401808 2.080842 0.3 -0.3 -0.2
H -0.372604 4.752284 1.353414 -0.1 0.3 0.7
H 4.006363 -2.812379 1.289946 -0.7 0.2 0.1
H 0.623083 3.481326 1.867606 0.4 0.2 0.7
H -4.012739 0.309521 4.897198 0.3 -0.1 0.2
H 2.470876 1.110554 1.360980 -0.1 0.3 -0.1
H 3.894223 0.268315 2.043397 -0.8 0.0 -0.6
H 4.672225 -0.962490 -8.038750 0.4 0.5 -0.2
H 2.155047 -0.028726 -7.061220 0.5 0.7 -0.2
H -1.704582 4.999077 4.159307 -0.4 -0.2 -0.1
H 5.317299 -1.023488 0.333989 -0.5 0.0 -0.3
H 3.736475 0.014242 -6.152645 -0.4 0.1 0.1
H -2.201886 -2.948221 5.953655 -0.7 -0.7 0.8
H -3.009863 3.802072 4.100992 -0.1 0.2 -0.2
H 2.819809 0.859464 -3.626928 0.7 1.2 -0.2
H -3.632669 -1.077093 3.965488 0.1 -0.4 -0.7
H -1.726954 2.933659 1.911743 -0.3 0.1 0.3
H -4.319913 -1.265869 5.559292 -0.5 -0.6 0.5
H 3.809241 0.752218 -0.365682 -0.1 -0.6 -0.2
H -3.543837 2.727593 -4.183099 1.3 -0.5 0.6
H 1.675805 -0.306999 2.981927 -0.2 -0.3 0.0
H -6.211174 1.264254 -0.189577 0.2 0.0 0.3
H 3.893756 -2.452112 -7.538797 -0.5 1.3 -0.4
H 4.635849 -1.323924 -1.270779 -0.3 0.5 0.3
H 0.333626 3.788021 4.733384 0.2 0.2 0.5
H -0.628833 -2.275934 5.709673 0.6 -0.1 0.2
H 3.636919 -1.193804 -4.052180 -0.6 0.1 0.0
```
Forces are in eV/Å.



(2)
DFT (wB97M-V/def2-TZVPD) results for a 8-piece molecular cluster, C27H34F7N4O21 overall at a distorted geometry.

## Properties
Total charge: +1
Strongest force on any atom in eV Å⁻¹: 1.2
HOMO-LUMO gap in eV: 8.7
Energy relative to the best compared isomer or geometry (same formula, charge and spin) in eV: 0.000
Highest occupied orbital energy in eV: -12.5530
E_tot in eV: -96524.1215

XYZ file:
```
93
Properties=species:S:1:pos:R:3:forces:R:3
F 6.010744 -1.709875 -0.678606 0.0 0.0 0.1
F -1.333229 0.623891 2.856630 0.0 -0.1 0.0
F -2.667992 7.216724 -8.484244 0.0 0.0 0.1
F 8.033357 -4.251009 -5.038741 0.0 0.0 0.1
F 6.169392 4.063466 1.295822 -0.1 0.0 0.0
F -5.194741 -0.059259 5.936818 -0.1 0.0 0.0
F -1.761270 3.746604 -1.164370 0.0 0.0 0.0
O -5.477473 -2.551924 8.302041 0.0 0.1 -0.1
O 6.988783 -4.950399 -3.160958 -0.2 -0.2 -0.1
O 3.052237 -1.450248 1.063942 -0.1 0.0 -0.2
O -2.585131 7.604032 -4.059775 -0.1 0.0 0.1
O 4.629635 2.505675 0.735916 0.1 -0.1 -0.3
O 4.998843 -3.987420 -3.432607 0.1 0.0 -0.1
O -1.604080 -0.173876 7.214985 -0.1 -0.2 0.1
O -5.338866 1.362023 -2.277124 0.0 -0.1 0.0
O -2.033941 5.870397 -5.379458 0.0 -0.1 -0.2
O 2.688486 1.634389 0.002907 -0.1 0.1 0.0
O -1.873118 0.239487 5.012310 0.0 0.2 0.1
O 5.490489 -4.995464 -1.479682 -0.1 0.0 0.1
O 5.060836 -2.388359 1.262374 -0.2 -0.2 -0.1
O -7.563794 -2.158657 9.056414 -0.1 0.0 0.0
O 3.624112 -2.420678 3.004757 -0.1 0.0 0.1
O -3.365794 2.217085 -1.603972 0.2 0.0 -0.3
O -2.580667 7.821837 -6.308639 0.3 0.0 0.0
O 3.334944 3.696875 -0.627363 0.1 0.0 0.0
O -4.641163 3.368689 -3.023254 0.1 0.0 0.0
O 0.037582 0.793770 6.017444 -0.1 0.0 -0.1
O -6.592177 -0.762480 7.568821 0.2 0.1 0.2
N -0.665273 -1.541622 -2.133148 -0.2 -0.3 0.2
N -1.952219 -3.641417 1.418994 0.3 0.6 -0.3
N 0.109539 -4.710952 1.023003 -0.2 0.4 0.3
N -1.217390 -4.033602 -0.801272 -0.4 -0.2 -0.2
C 4.401254 4.566785 -0.218535 0.0 0.1 -0.1
C 3.467768 2.529885 0.032537 -0.1 0.1 0.1
C -1.857673 -1.883685 -1.865621 0.2 0.4 -0.3
C -1.198503 1.105428 4.119493 0.0 -0.2 0.0
C -4.679467 -1.964256 7.273020 0.3 -0.1 0.1
C -0.925064 -2.785176 2.114323 0.1 -0.5 -0.5
C -2.302911 -3.267086 -1.427278 -0.4 -0.1 0.5
C -5.242583 -0.564197 7.196812 -0.2 -0.1 -0.1
C -2.087911 5.645564 -6.794619 0.1 -0.2 0.0
C 6.861304 -4.709855 -4.553504 0.1 0.1 0.1
C 4.860560 -2.173977 -0.128367 0.1 0.2 0.1
C -1.182598 0.243479 6.192164 0.1 0.0 0.0
C -2.420565 7.152929 -5.139387 -0.1 0.0 0.0
C 3.765864 -1.128910 -0.139035 0.0 -0.2 -0.1
C -3.541450 4.225004 -2.676934 0.0 0.2 -0.1
C 3.895085 -2.114682 1.891702 0.1 0.1 0.0
C -4.539933 2.235884 -2.302082 -0.1 0.1 0.1
C -2.532022 3.230648 -2.148938 -0.1 0.1 0.3
C -1.060801 -4.159474 0.462982 -0.1 -1.0 0.5
C -2.983303 -0.898788 -1.989144 0.3 -0.3 -0.4
C -1.975181 7.055202 -7.336878 -0.2 0.0 0.0
C -6.643601 -1.860422 8.381374 0.0 -0.1 -0.1
C 5.797323 -4.678265 -2.579717 0.2 0.1 0.0
C 5.439248 3.579226 0.271076 -0.1 0.0 0.2
C 0.229218 1.034226 4.619439 0.1 0.1 0.0
C 0.390003 -3.649331 2.066719 -0.2 0.9 -0.7
C 5.772788 -3.658149 -4.595454 -0.1 0.1 -0.1
H 0.792989 1.948107 4.459053 0.0 0.0 0.2
H -1.280707 4.991394 -7.111353 0.1 0.0 0.2
H 0.765605 0.193625 4.175137 -0.1 0.0 -0.1
H 4.600608 -3.117865 -0.604435 0.1 0.0 0.0
H -0.013086 -2.318532 -2.011148 0.1 0.1 0.0
H -3.881646 -1.404327 -2.343876 -0.2 0.1 0.1
H -0.173569 -5.537763 1.545574 0.2 -0.3 -0.3
H -0.806354 -1.946842 1.430234 0.1 0.3 0.4
H -3.046777 5.197850 -7.058281 0.0 0.1 -0.1
H 6.190648 -2.657246 -4.483821 0.1 0.0 0.0
H 3.117080 -1.195204 -1.008008 -0.2 0.0 0.1
H -2.162752 -4.444736 2.009703 -0.3 0.1 0.2
H -3.193044 4.777082 -3.543268 -0.1 -0.1 -0.1
H -2.733621 -3.849909 -2.240975 0.2 0.1 -0.2
H -1.883637 2.791761 -2.909861 0.1 0.0 0.1
H -3.625338 -1.984868 7.535114 -0.1 0.0 0.2
H -0.555234 -4.519280 -1.396205 0.3 0.2 0.1
H 4.739541 5.177343 -1.050025 -0.1 -0.1 -0.1
H 0.699395 -4.053351 3.021024 0.1 -0.2 -0.1
H -0.952557 7.404465 -7.487673 0.0 0.0 -0.1
H -4.837189 -2.504260 6.337403 -0.1 0.1 -0.1
H 1.132103 -2.999583 1.613961 0.5 -0.2 0.5
H 4.055667 5.209509 0.591365 0.1 0.0 0.1
H -3.174222 -0.405197 -1.038466 -0.1 -0.1 0.1
H 6.114025 3.206919 -0.501249 0.1 0.0 0.1
H -2.696660 -0.147198 -2.717437 0.0 0.1 0.1
H -1.246175 -2.440267 3.088573 -0.1 -0.1 0.1
H 5.159992 -3.701689 -5.490970 -0.1 -0.1 0.1
H -1.647129 2.098145 4.167323 0.0 0.0 -0.1
H 4.164100 -0.124808 -0.062950 0.2 0.0 0.0
H 6.610631 -5.645554 -5.055566 0.1 0.0 -0.1
H -3.090495 -3.156404 -0.683608 0.1 0.0 0.1
H -3.851859 4.925371 -1.901334 0.1 -0.1 0.1
H -4.777846 0.147604 7.879939 0.1 0.1 -0.1
```
Forces are in eV/Å.



(3)
DFT (wB97M-V/def2-TZVPD) results for C26H22BrI2NO3SeSr as an isolated structure.

## Properties
Strongest force on any atom in eV Å⁻¹: 0.2
HOMO-LUMO gap in eV: 7.3
Energy relative to the best compared isomer or geometry (same formula, charge and spin) in eV: 0.015
Highest occupied orbital energy in eV: -7.1895
E_tot in eV: -187380.8443

XYZ file:
```
57
Properties=species:S:1:pos:R:3:forces:R:3
I 1.994578 0.721260 1.950686 0.0 0.0 0.0
I 1.120075 -0.692076 -1.912032 0.0 0.0 0.0
Sr -1.281544 -0.504708 0.543100 -0.1 -0.1 0.1
Br 4.484998 -1.646699 -1.468664 0.0 0.0 0.0
Se -2.737824 -3.180597 0.103593 0.0 0.0 -0.1
O -0.672484 1.574183 -0.342467 0.0 0.1 -0.1
O -1.769737 1.199312 2.188985 0.0 0.0 0.0
O 1.526552 5.709932 -1.015507 0.0 0.0 0.0
N 0.805596 -1.935120 1.575303 0.1 0.0 0.0
C 1.966676 -1.369810 1.882364 0.0 0.0 0.0
C -4.395759 0.748222 -1.936850 0.0 0.0 0.0
C -0.296989 4.492811 1.813304 0.0 0.0 0.0
C 1.254554 -5.001771 -1.699014 0.0 0.0 0.0
C -3.520020 -0.078777 -2.624886 0.0 0.0 0.0
C -1.951517 3.017157 3.657429 0.0 0.0 0.0
C 0.858551 -3.678175 -1.803278 0.0 0.0 0.0
C 1.920411 5.300429 -2.313248 0.0 0.0 0.0
C 3.057065 -3.463529 2.106576 0.0 0.0 0.0
C 0.753696 -3.274082 1.540196 0.0 0.0 0.0
C 1.851014 -4.073051 1.802287 0.0 0.0 0.0
C 3.124935 -2.080868 2.151420 0.0 0.0 0.0
C -1.473355 2.395281 2.363140 0.0 0.0 0.0
C -4.399970 -0.822346 -0.106969 0.0 0.0 0.0
C 0.793782 4.842655 -0.280314 0.0 0.0 0.0
C 0.401943 3.601738 -0.714711 0.0 0.0 0.0
C -3.079819 -1.268776 -2.058172 0.0 0.0 0.0
C 1.805260 -2.660266 -1.752344 -0.1 0.1 0.0
C 3.147277 -2.975993 -1.580481 0.0 -0.1 0.0
C 3.541727 -4.304290 -1.478222 0.0 0.0 0.0
C -0.711491 3.191471 1.430156 0.0 0.0 0.0
C 2.596614 -5.314735 -1.543085 0.0 0.0 0.0
C -0.355240 2.725551 0.114881 0.0 0.0 0.1
C 0.439385 5.306247 1.007484 0.0 0.0 0.0
C -3.503864 -1.664393 -0.782946 0.0 0.0 0.1
C -4.837869 0.366327 -0.677468 0.0 0.0 0.0
H 0.760758 6.289948 1.318204 0.0 0.0 0.0
H -2.593193 2.299749 4.161416 0.0 0.0 0.0
H 2.496670 6.123084 -2.726683 0.0 0.0 0.0
H 0.506458 -5.782422 -1.742457 0.0 0.0 0.0
H -4.723788 1.681285 -2.374918 0.0 0.0 0.0
H -0.194169 -3.441144 -1.894481 0.0 0.0 0.0
H 4.590205 -4.535865 -1.350019 0.0 0.0 0.0
H 1.051541 5.108084 -2.946712 0.0 0.0 0.0
H 4.043887 -1.563830 2.383453 0.0 0.0 0.0
H 2.914164 -6.346629 -1.468832 0.0 0.0 0.0
H 0.650958 3.227034 -1.696864 0.0 0.0 0.0
H -2.392466 -1.906266 -2.601599 0.0 0.0 0.0
H -3.165498 0.208172 -3.607179 0.0 0.0 0.0
H 3.941033 -4.055588 2.306219 0.0 0.0 0.0
H -0.560250 4.856766 2.797051 0.0 0.0 0.0
H -4.746615 -1.112942 0.877425 0.0 0.0 0.0
H -0.209919 -3.695258 1.280487 0.0 0.0 0.0
H -2.499670 3.942313 3.482720 0.0 0.0 0.0
H 1.758547 -5.148553 1.755750 0.0 0.0 0.0
H -1.103873 3.247849 4.305339 0.0 0.0 0.0
H -5.524532 0.998462 -0.128068 0.0 0.0 0.0
H 2.542543 4.403237 -2.270500 0.0 0.0 0.0
```
Forces are in eV/Å.